No. 1
ORCA calculation (ωB97M-V with the def2-TZVPD basis set) on a structure of composition C15H21LaN3O6S.

The value obtained for the LUMO energy is -4.47 eV. As for the HOMO energy: -0.312 Ha.

```
! RIJCOSX wB97M-V def2-TZVPD def2/J DEFGRID3
* xyz 1 1
La 0.545 1.874 0.996
C -0.685 4.960 1.817
O -0.838 3.557 1.974
C -0.643 3.140 3.338
C -0.694 1.605 3.598
O 0.281 0.705 3.049
C 1.646 0.837 3.473
C 2.516 2.052 3.031
O 2.833 2.123 1.630
C 3.597 3.279 1.317
H -1.399 5.498 2.448
H -0.880 5.214 0.772
H 0.338 5.262 2.064
H -1.459 3.586 3.922
H 0.279 3.571 3.727
H -1.656 1.248 3.212
H -0.708 1.442 4.682
H 2.145 -0.064 3.100
H 1.658 0.778 4.567
H 3.469 1.967 3.568
H 2.067 2.994 3.335
H 4.549 3.266 1.857
H 3.038 4.187 1.562
H 3.805 3.276 0.244
O -4.486 -4.926 -5.579
S -3.315 -4.121 -5.940
O -3.542 -2.673 -5.883
O -2.592 -4.565 -7.135
C -2.114 -4.459 -4.551
N -1.678 -5.734 -4.428
C -0.830 -5.927 -3.414
C -0.420 -4.926 -2.553
C -0.922 -3.649 -2.763
N -1.780 -3.403 -3.771
C -0.582 -2.470 -1.926
C -1.208 -1.231 -2.152
C -0.886 -0.136 -1.365
N 0.014 -0.171 -0.362
C 0.617 -1.357 -0.150
C 0.360 -2.507 -0.887
H -0.473 -6.946 -3.301
H 0.264 -5.167 -1.752
H -1.948 -1.115 -2.943
H -1.365 0.824 -1.533
H 1.342 -1.366 0.658
H 0.907 -3.407 -0.634
H 0.833 3.072 -0.920
*
```



No. 2
ORCA calculation (ωB97M-V with the def2-TZVPD basis set) on an isolated molecule of C4H9N2O2.

The value obtained for the energy relative to the best compared isomer or geometry (same formula, charge and spin) is 4.273 eV. The value obtained for the LUMO energy (alpha / beta) is -0.68 / -0.78 eV. As for the HOMO energy (alpha / beta): -0.108 / -0.253 Ha.

```
! RIJCOSX wB97M-V def2-TZVPD def2/J DEFGRID3
* xyz 0 2
N 1.277 -2.112 0.918
C 0.824 -0.876 0.385
C -0.661 -0.884 0.015
N -1.188 0.307 -0.444
C -0.748 1.497 -1.198
C 0.499 2.386 -0.467
O 1.209 1.697 0.230
O -1.518 -1.657 0.378
H 2.184 -2.456 0.569
H 1.256 -2.076 1.998
H 0.491 -2.918 0.808
H 1.057 -0.060 1.152
H 1.381 -0.586 -0.572
H -2.231 0.337 -0.391
H -1.526 2.356 -1.223
H -0.623 1.509 -2.297
H 0.379 3.470 -0.642
*
```



No. 3
ORCA calculation (ωB97M-V with the def2-TZVPD basis set) on a structure of composition C33H43BCoF6N6PS5.

The value obtained for the energy relative to the best compared isomer or geometry (same formula, charge and spin) is 0.000 eV. The value obtained for the LUMO energy (alpha / beta) is -1.04 / -1.05 eV. As for the HOMO energy (alpha / beta): -0.286 / -0.286 Ha.

```
! RIJCOSX wB97M-V def2-TZVPD def2/J DEFGRID3
* xyz 0 1
Co -0.533 0.829 -0.332
C -1.861 -4.925 3.180
C -0.618 -4.315 2.622
C 0.566 -4.386 3.271
C 1.724 -3.776 2.720
N 1.660 -3.138 1.597
N 0.493 -3.051 0.932
B 0.508 -1.990 -0.191
N 1.978 -1.530 -0.552
N 2.748 -2.604 -0.825
C 4.018 -2.455 -1.036
C 4.626 -1.181 -0.910
C 3.864 -0.081 -0.729
C 4.463 1.284 -0.607
C 2.436 -0.267 -0.646
S 1.547 1.186 -0.788
C 4.842 -3.675 -1.408
C 3.965 -4.920 -1.480
C 5.938 -3.880 -0.354
C 5.483 -3.423 -2.779
N -0.148 -2.472 -1.523
N 0.084 -3.790 -1.660
C -0.446 -4.437 -2.648
C -1.210 -3.757 -3.628
C -1.419 -2.422 -3.525
C -2.217 -1.671 -4.543
C -0.871 -1.744 -2.382
S -1.220 -0.064 -2.261
C -0.248 -5.943 -2.695
C -1.625 -6.610 -2.809
C 0.608 -6.297 -3.918
C 0.433 -6.437 -1.420
C -0.687 -3.592 1.372
S -2.146 -3.395 0.566
C 3.100 -3.870 3.373
C 3.926 -2.620 3.049
C 2.985 -4.000 4.892
C 3.799 -5.115 2.808
H -1.661 -5.399 4.140
H -2.267 -5.661 2.485
H -2.631 -4.162 3.299
H 0.623 -4.898 4.222
H 5.703 -1.087 -0.964
H 5.549 1.215 -0.593
H 4.116 1.765 0.310
H 4.163 1.924 -1.438
H 3.438 -5.080 -0.541
H 4.587 -5.791 -1.692
H 3.213 -4.825 -2.264
H 5.506 -4.032 0.637
H 6.618 -3.027 -0.301
H 6.532 -4.761 -0.607
H 4.720 -3.244 -3.539
H 6.066 -4.296 -3.081
H 6.156 -2.564 -2.761
H -1.623 -4.303 -4.465
H -2.522 -2.336 -5.350
H -1.638 -0.845 -4.957
H -3.106 -1.234 -4.085
H -2.139 -6.344 -3.734
H -2.260 -6.327 -1.967
H -1.505 -7.695 -2.799
H 0.135 -5.971 -4.848
H 0.748 -7.378 -3.975
H 1.592 -5.829 -3.854
H -0.184 -6.220 -0.546
H 1.400 -5.958 -1.273
H 0.580 -7.517 -1.487
H 3.477 -1.730 3.490
H 3.994 -2.461 1.972
H 4.935 -2.737 3.452
H 2.432 -3.160 5.318
H 3.985 -4.000 5.330
H 2.501 -4.930 5.195
H 3.816 -5.080 1.718
H 3.283 -6.030 3.108
H 4.828 -5.170 3.171
S -1.117 2.742 -1.057
C -0.773 3.831 0.288
C -0.825 5.211 0.094
C -0.571 6.066 1.149
C -0.263 5.557 2.409
C -0.215 4.190 2.614
C -0.469 3.328 1.550
S -0.548 1.580 1.730
H -1.059 5.599 -0.889
H -0.607 7.136 0.992
H -0.061 6.230 3.232
H 0.016 3.784 3.588
F -0.182 -0.909 0.403
P 1.108 0.757 3.317
F 1.883 0.084 2.081
F 0.136 -0.509 3.360
F 1.922 2.104 3.064
F 0.197 1.502 4.393
F 2.115 0.188 4.392
*
```



Which formula does entry 1 have? C15H21LaN3O6S